# 1
Here is a structure of composition H8LiO12S2 in a non-equilibrium geometry from OMol25. Energies are from ωB97M-V/def2-TZVPD.

```
23
Properties=species:S:1:pos:R:3
Li -1.26 -0.07 -0.62
S -1.36 3.41 -1.89
O -2.11 2.32 -2.49
O -1.12 3.13 -0.49
O -0.18 3.44 -2.68
O -2.16 4.63 -2.08
S 3.14 0.45 -0.75
O 3.19 0.50 -2.21
O 3.29 1.90 -0.39
O 1.85 -0.05 -0.25
O 4.25 -0.37 -0.32
O 0.44 1.44 3.84
H 0.26 1.29 4.77
H 0.38 0.57 3.44
O -1.13 -2.54 -2.32
H -0.60 -3.29 -2.05
H -1.60 -2.84 -3.10
O -3.37 -1.22 1.16
H -4.29 -1.46 1.07
H -3.12 -1.57 2.02
O 1.61 -3.33 2.08
H 2.44 -3.72 1.81
H 1.46 -2.62 1.46
```

The energy above the lowest of the compared OMol25 structures with the same formula, charge and spin is 6.920 eV. As for the net charge: -3. For the max |F|, the calculation gives 0.0981 Eh/bohr. Its multiplicity is 1. The value obtained for the LUMO energy is 5.114 eV. Its orbital gap is 1.88 eV.

Charges in e, computed with Mulliken, in the same order as the atoms: number 1, Li, carries 0.74; number 2, S, carries 1.08; number 3, O, carries -0.79; number 4, O, carries -0.68; number 5, O, carries -0.66; number 6, O, carries -0.83; number 7, S, carries 1.00; number 8, O, carries -0.76; number 9, O, carries -0.76; number 10, O, carries -0.63; number 11, O, carries -0.77; number 12, O, carries -0.58; number 13, H, carries 0.27; number 14, H, carries 0.30; number 15, O, carries -0.51; number 16, H, carries 0.29; number 17, H, carries 0.26; number 18, O, carries -0.51; number 19, H, carries 0.26; number 20, H, carries 0.29; number 21, O, carries -0.69; number 22, H, carries 0.31; number 23, H, carries 0.37



# 2
Here is a cluster of 2 separate species, H8N2Si2 in total in a non-equilibrium geometry from OMol25. Energies are from ωB97M-V/def2-TZVPD.

```
12
Properties=species:S:1:pos:R:3
N 1.64 1.23 -0.28
Si 2.27 -0.24 -0.13
H 1.48 1.92 0.45
H 2.75 -1.19 1.01
H 2.46 -0.97 -1.44
N -1.06 -1.01 0.23
Si -1.67 0.54 -0.03
H -1.40 -1.57 -0.66
H -0.73 -1.58 0.98
H -1.67 0.82 -1.49
H -3.06 0.61 0.43
H -1.01 1.44 0.94
```

The energy above the lowest of the compared OMol25 structures with the same formula, charge and spin is 3.178 eV. As for the net charge: 0. For the max |F|, the calculation gives 0.0816 Eh/bohr. Its multiplicity is 1. The value obtained for the LUMO energy is 0.127 eV. Its orbital gap is 9.60 eV.

Charges in e, computed with Mulliken, in the same order as the atoms: number 1, N, carries -0.50; number 2, Si, carries 0.39; number 3, H, carries 0.23; number 4, H, carries -0.06; number 5, H, carries -0.06; number 6, N, carries -0.42; number 7, Si, carries 0.34; number 8, H, carries 0.22; number 9, H, carries 0.23; number 10, H, carries -0.08; number 11, H, carries -0.15; number 12, H, carries -0.14



# 3
Here is a structure of composition H8N4O in a non-equilibrium geometry from OMol25. Energies are from ωB97M-V/def2-TZVPD.

```
13
Properties=species:S:1:pos:R:3
N -0.85 0.42 -0.16
N -1.17 -0.14 -1.44
N 0.00 1.54 -0.27
H 0.14 -0.34 0.39
H -2.18 -0.07 -1.56
H -0.84 -1.13 -1.28
H 0.84 1.30 -0.79
H -0.46 2.24 -0.85
N 1.50 -0.75 1.45
O 0.75 -1.52 0.47
H -1.61 0.53 0.51
H 2.48 -0.82 1.19
H 1.41 -1.25 2.34
```

The energy above the lowest of the compared OMol25 structures with the same formula, charge and spin is 1.276 eV. As for the net charge: 0. For the max |F|, the calculation gives 0.0706 Eh/bohr. Its multiplicity is 1. The value obtained for the LUMO energy is 0.826 eV. Its orbital gap is 8.62 eV.

Charges in e, computed with Mulliken, in the same order as the atoms: number 1, N, carries 0.00; number 2, N, carries -0.60; number 3, N, carries -0.54; number 4, H, carries 0.55; number 5, H, carries 0.25; number 6, H, carries 0.31; number 7, H, carries 0.28; number 8, H, carries 0.26; number 9, N, carries -0.53; number 10, O, carries -0.63; number 11, H, carries 0.28; number 12, H, carries 0.19; number 13, H, carries 0.19